[1]
{
  "formula": "C4H7NO",
  "method": "wB97M-V/def2-TZVPD",
  "smiles": "CC1=C([O-])C[NH2+]1",
  "orbital_gap_ev": 7.576,
  "largest_force_ev_per_a": 0.29,
  "homo_ev": -7.3,
  "multiplicity": 1,
  "e_tot_ha": -286.52376,
  "e_lumo_ev": 0.271,
  "charge": 0,
  "symbols": ["C", "C", "C", "O", "C", "N", "H", "H", "H", "H", "H", "H", "H"],
  "positions_angstrom": [[-1.874488, -0.091199, -0.143226], [-0.433350, 0.179697, 0.074024], [0.482253, 1.227649, 0.003113], [0.500940, 2.447992, -0.089505], [1.664937, 0.204624, 0.077451], [0.612067, -0.883978, 0.155998], [-2.323126, -0.745768, 0.617835], [-2.097182, -0.528805, -1.130164], [-2.398593, 0.867948, -0.092811], [2.252020, 0.094940, -0.837591], [2.316103, 0.206200, 0.954955], [0.640940, -1.422782, 1.027256], [0.657480, -1.556516, -0.617332]],
  "forces_ev_per_a": [[-0.12, 0.01, 0.01], [-0.06, 0.13, -0.07], [0.00, -0.15, 0.03], [-0.01, -0.19, -0.01], [0.21, 0.11, 0.01], [-0.03, -0.29, 0.01], [0.09, 0.12, -0.07], [0.04, 0.05, 0.14], [0.06, -0.12, -0.01], [-0.06, 0.04, 0.12], [-0.11, 0.02, -0.08], [-0.01, 0.13, -0.14], [0.00, 0.16, 0.07]]
}

---

[2]
{
  "formula": "C5H8N2O",
  "method": "wB97M-V/def2-TZVPD",
  "orbital_gap_ev": [7.789, 6.892],
  "largest_force_ev_per_a": 1.16,
  "homo_ev": [-8.5, -8.1],
  "multiplicity": 1,
  "e_tot_ha": -379.86476,
  "e_lumo_ev": [-0.757, -1.190],
  "charge": 0,
  "symbols": ["C", "C", "C", "C", "C", "O", "N", "N", "H", "H", "H", "H", "H", "H", "H", "H"],
  "positions_angstrom": [[-0.354581, 0.549414, -1.723019], [0.633460, -0.525655, 0.552997], [-0.479322, 0.699106, -0.219396], [-0.932320, -1.082517, 0.808101], [1.356775, -0.012233, 1.590531], [1.307028, -1.468302, -0.225870], [-1.757091, -0.364057, 0.239180], [-0.461743, 1.809555, 0.435061], [0.684219, -1.913310, -0.813112], [-1.333688, 2.328224, 0.341807], [-0.995610, -2.040863, 1.320042], [0.627540, 0.916216, -2.023703], [-0.473018, -0.478179, -2.062469], [-1.127774, 1.163600, -2.185329], [2.295052, -0.465734, 1.883221], [1.011072, 0.884734, 2.081959]],
  "forces_ev_per_a": [[0.50, -0.19, 0.12], [-0.99, -0.48, -0.34], [-0.59, -0.84, 0.45], [0.71, 0.53, -0.37], [0.17, 0.27, 0.06], [-0.09, 0.15, 0.07], [0.22, 0.29, -0.18], [0.46, 0.45, -0.40], [0.06, 0.08, 0.07], [-0.21, -0.33, 0.44], [-0.09, 0.07, 0.00], [-0.06, 0.03, -0.04], [-0.04, 0.02, 0.06], [0.00, -0.03, 0.09], [0.01, 0.03, -0.04], [-0.05, -0.05, 0.01]]
}

---

[3]
{
  "formula": "C13H19N3O2OsS",
  "method": "wB97M-V/def2-TZVPD",
  "orbital_gap_ev": [5.876, 5.932],
  "largest_force_ev_per_a": 2.08,
  "homo_ev": [-15.4, -15.4],
  "multiplicity": 1,
  "e_tot_ha": -1309.78370,
  "e_lumo_ev": [-9.519, -9.500],
  "charge": 2,
  "symbols": ["Os", "C", "C", "N", "C", "C", "N", "C", "C", "N", "H", "H", "H", "H", "H", "H", "H", "H", "H", "H", "H", "H", "H", "H", "H", "O", "C", "O", "C", "C", "C", "C", "C", "C", "S", "H", "H", "H", "H"],
  "positions_angstrom": [[-0.072442, 0.143104, 0.287423], [-1.381059, 2.765329, 0.995629], [-1.052832, 3.010940, -0.457848], [-0.164553, 1.938187, -0.947342], [-0.522398, 1.407041, -2.288644], [-1.784182, 0.556000, -2.190173], [-1.733987, -0.327478, -0.976094], [-2.946255, -0.327095, -0.122994], [-3.074461, 0.975001, 0.603038], [-1.767627, 1.351537, 1.227878], [-2.181860, 3.444209, 1.297990], [-0.512289, 2.974530, 1.620522], [-0.574016, 3.985523, -0.543178], [-1.951000, 3.043394, -1.072591], [0.784242, 2.307043, -0.991333], [0.316822, 0.801663, -2.632710], [-0.667653, 2.205241, -3.019212], [-1.864373, -0.044684, -3.094393], [-2.677439, 1.177337, -2.139496], [-1.660875, -1.284904, -1.308435], [-2.818321, -1.125876, 0.608327], [-3.844801, -0.543207, -0.705179], [-3.850963, 0.860358, 1.359484], [-3.393972, 1.776851, -0.060200], [-1.779288, 1.163417, 2.226521], [3.770511, 0.741334, 0.999352], [2.789342, 0.070615, 1.026442], [1.553218, 0.572675, 1.201824], [2.846832, -1.435150, 0.888768], [4.102630, -1.962943, 0.660500], [4.299309, -3.340382, 0.591820], [3.242531, -4.219284, 0.812704], [1.979433, -3.723712, 1.039708], [1.745136, -2.330125, 1.031382], [0.067819, -1.925948, 1.133272], [4.932646, -1.279469, 0.547665], [5.291303, -3.719552, 0.384708], [3.410705, -5.287399, 0.806437], [1.144180, -4.394107, 1.198432]],
  "forces_ev_per_a": [[-1.05, -0.31, 1.60], [0.02, 0.37, 0.33], [-0.30, 0.08, 0.23], [0.71, -0.52, -0.40], [-0.08, -0.07, -0.22], [-0.01, 0.23, 0.02], [0.02, -0.21, -0.22], [-0.29, -0.20, -0.09], [-0.25, 0.21, 0.22], [1.11, -1.38, -1.09], [-0.04, -0.11, 0.15], [0.01, -0.05, 0.03], [0.04, -0.02, -0.11], [0.01, -0.03, -0.03], [0.01, -0.02, -0.07], [0.02, 0.01, 0.01], [0.00, 0.07, 0.06], [-0.10, -0.06, 0.04], [-0.02, -0.01, 0.03], [0.24, 0.04, -0.03], [-0.02, -0.11, -0.10], [0.00, 0.04, -0.02], [0.08, 0.19, 0.11], [0.06, 0.04, 0.03], [0.03, -0.04, -0.01], [0.00, 0.24, 0.09], [0.00, -0.54, -0.39], [0.23, 0.94, 0.25], [-0.23, 0.14, -0.10], [0.03, -0.14, 0.22], [-0.02, 0.08, 0.06], [0.12, -0.08, 0.08], [-0.11, 0.12, -0.16], [0.10, -0.14, -0.25], [-0.27, 1.28, -0.25], [-0.01, 0.02, 0.01], [-0.02, -0.04, -0.02], [-0.01, 0.00, -0.01], [0.02, -0.02, -0.01]]
}